(1)
{"formula": "C5H8N2O", "method": "ωB97M-V/def2-TZVPD", "relative_energy_kj_mol": 243.4, "lumo_ev": 0.9, "homo_energy_ev": -9.15, "energy_ha": -379.99546, "homo_lumo_gap_ev": 10.08, "smiles": "C[C@@H]1C=CC(NO)=N1", "elements": ["C", "C", "C", "C", "C", "N", "O", "N", "H", "H", "H", "H", "H", "H", "H", "H"], "positions_angstrom": [[2.232, -0.633, 0.562], [1.200, -0.153, -0.480], [0.708, 1.218, -0.202], [-0.642, 1.174, -0.107], [-0.972, -0.253, -0.299], [-2.281, -0.689, -0.377], [-3.129, -0.033, 0.513], [0.004, -1.048, -0.465], [2.517, -1.671, 0.377], [3.063, 0.086, 0.558], [1.841, -0.636, 1.589], [1.668, -0.167, -1.476], [1.266, 2.162, -0.209], [-1.368, 1.973, 0.145], [-2.264, -1.662, -0.097], [-3.842, 0.332, -0.034]], "mulliken_charge": [-1.255, 0.605, -0.734, -0.246, 0.269, -0.164, -0.438, -0.693, 0.333, 0.342, 0.313, 0.237, 0.379, 0.365, 0.352, 0.335]}

(2)
{"formula": "C18H20ClN4O5PtS", "method": "ωB97M-V/def2-TZVPD", "relative_energy_kj_mol": 219.0, "lumo_ev": [-9.3, -13.2], "homo_energy_ev": [-17.46, -17.90], "energy_ha": -2269.37998, "homo_lumo_gap_ev": [8.12, 4.66], "s_squared": 6.05, "total_charge": 3, "multiplicity": 5, "elements": ["Pt", "O", "Cl", "O", "O", "O", "N", "C", "N", "C", "C", "C", "C", "C", "C", "H", "H", "H", "H", "H", "H", "C", "C", "C", "N", "C", "S", "N", "C", "O", "C", "C", "C", "C", "C", "C", "H", "H", "H", "H", "H", "H", "H", "H", "H", "H", "H", "H", "H", "H"], "positions_angstrom": [[-0.899, -0.440, 1.806], [1.309, 0.626, 3.224], [1.396, -0.794, 3.126], [2.555, -1.335, 3.588], [1.241, -1.011, 1.658], [0.199, -1.360, 3.674], [-5.065, -0.515, 1.191], [-3.837, -0.113, 0.881], [-2.913, -0.680, 1.661], [-3.592, -1.521, 2.517], [-3.138, -2.390, 3.521], [-4.102, -3.085, 4.251], [-5.463, -2.950, 3.987], [-5.925, -2.080, 2.994], [-4.971, -1.407, 2.231], [-5.924, -0.212, 0.738], [-3.616, 0.584, 0.091], [-2.078, -2.533, 3.696], [-3.784, -3.762, 5.029], [-6.178, -3.520, 4.567], [-6.984, -1.909, 2.862], [2.211, 2.784, -4.423], [1.339, 2.386, -3.259], [1.788, 2.991, -1.924], [0.802, 2.716, -0.898], [0.929, 2.047, 0.232], [-0.498, 2.000, 1.256], [2.047, 1.479, 0.676], [3.194, 0.934, 0.001], [4.283, 1.129, 0.431], [2.907, 0.031, -1.150], [4.018, -0.376, -1.893], [3.846, -1.277, -2.939], [2.616, -1.873, -3.183], [1.511, -1.480, -2.442], [1.664, -0.553, -1.411], [1.954, 2.204, -5.309], [3.274, 2.698, -4.201], [2.041, 3.829, -4.705], [1.335, 1.290, -3.147], [0.304, 2.671, -3.476], [1.872, 4.080, -2.030], [2.765, 2.605, -1.625], [-0.097, 3.168, -1.048], [2.100, 1.373, 1.703], [4.993, 0.019, -1.638], [4.679, -1.476, -3.606], [2.506, -2.634, -3.943], [0.548, -1.935, -2.626], [0.837, -0.420, -0.720]], "mulliken_charge": [0.598, -0.664, 2.003, -0.535, -0.717, -0.709, 0.048, -0.272, -0.145, 1.258, -0.524, -0.770, -0.469, -0.563, 0.381, 0.261, 0.478, 0.416, 0.448, 0.453, 0.452, -1.456, 0.244, -0.803, -0.069, 0.293, -0.342, 0.172, -0.328, -0.424, 1.144, -0.497, -0.447, -0.667, -0.537, 0.111, 0.385, 0.364, 0.381, -0.114, 0.400, 0.523, 0.362, 0.296, 0.337, 0.577, 0.492, 0.495, 0.497, 0.181]}

(3)
{"formula": "C39H57AlF3O5Si", "method": "ωB97M-V/def2-TZVPD", "lumo_ev": -0.4, "homo_energy_ev": -5.10, "energy_ha": -2727.39035, "homo_lumo_gap_ev": 4.75, "total_charge": -1, "elements": ["C", "C", "C", "C", "C", "C", "Al", "C", "C", "F", "C", "C", "C", "C", "C", "C", "C", "O", "C", "C", "F", "F", "C", "C", "Si", "C", "C", "C", "C", "C", "C", "C", "C", "H", "H", "H", "H", "H", "H", "H", "H", "H", "H", "H", "H", "H", "H", "H", "H", "H", "H", "H", "H", "H", "H", "H", "H", "H", "H", "H", "H", "H", "H", "H", "H", "H", "H", "H", "H", "H", "H", "H", "H", "H", "H", "H", "H", "H", "H", "H", "H", "H", "C", "C", "C", "O", "C", "C", "C", "O", "H", "H", "H", "H", "C", "C", "C", "O", "C", "C", "C", "O", "H", "H", "H", "H"], "positions_angstrom": [[-0.917, -3.980, 2.070], [-0.174, -3.573, 0.628], [0.409, -4.878, -0.172], [1.755, -4.615, -1.064], [1.915, -3.102, -1.671], [1.046, -2.887, -3.062], [-0.446, -1.487, -2.932], [-0.093, -0.085, -4.410], [1.391, 0.611, -4.341], [2.327, -0.004, -3.369], [-0.650, -0.591, -1.099], [-0.589, 1.054, -1.119], [-0.127, 1.506, 0.415], [1.474, 1.288, 0.695], [2.314, 2.665, 0.400], [2.921, 2.547, -1.122], [3.455, 4.042, -1.544], [2.659, 4.717, -2.580], [1.216, 4.685, -2.290], [-2.222, -2.422, -3.352], [-1.899, -3.569, -4.280], [-2.772, -3.039, -2.122], [-3.329, -1.508, -4.140], [-3.481, 0.032, -3.604], [-5.244, 0.433, -2.857], [-5.365, 2.391, -2.769], [-6.699, -0.268, -3.946], [-5.366, -0.378, -1.105], [-4.286, 0.006, 0.097], [-4.390, -0.727, 1.563], [-5.546, -1.851, 1.901], [-6.645, -2.200, 0.717], [-6.557, -1.466, -0.772], [-0.325, -3.510, 2.992], [-1.091, -5.132, 2.184], [-1.987, -3.454, 2.105], [0.625, -2.764, 0.913], [-1.061, -3.141, -0.045], [-0.476, -5.391, -0.778], [0.713, -5.673, 0.665], [2.760, -4.928, -0.520], [1.677, -5.343, -2.007], [3.058, -2.998, -1.998], [1.753, -2.235, -0.877], [0.666, -3.947, -3.457], [1.803, -2.513, -3.905], [-0.890, 0.771, -4.448], [-0.127, -0.686, -5.440], [1.937, 0.550, -5.402], [1.342, 1.774, -4.092], [0.101, -0.948, -0.275], [-1.736, -0.869, -0.686], [0.081, 1.510, -1.963], [-1.679, 1.521, -1.255], [-0.702, 0.752, 1.139], [-0.536, 2.572, 0.670], [1.655, 0.830, 1.773], [1.830, 0.439, -0.064], [3.196, 2.715, 1.169], [1.582, 3.583, 0.555], [3.870, 1.823, -1.113], [2.182, 2.092, -1.906], [4.541, 3.885, -2.007], [3.573, 4.673, -0.564], [0.984, 4.846, -1.143], [0.777, 3.664, -2.673], [0.689, 5.532, -2.935], [-4.385, -2.045, -3.991], [-3.114, -1.551, -5.293], [-3.385, 0.743, -4.557], [-2.715, 0.357, -2.783], [-4.349, 2.839, -3.178], [-5.576, 2.689, -1.647], [-6.271, 2.721, -3.448], [-6.822, -1.425, -3.781], [-7.687, 0.235, -3.543], [-6.600, 0.004, -5.086], [-3.441, 0.817, -0.117], [-3.594, -0.444, 2.382], [-5.573, -2.375, 2.953], [-7.496, -2.984, 0.940], [-7.369, -1.744, -1.584], [4.577, 4.683, 6.028], [4.097, 3.674, 5.293], [4.497, 3.495, 3.884], [4.057, 2.574, 3.210], [5.449, 4.472, 3.318], [5.929, 5.480, 4.053], [5.528, 5.659, 5.463], [5.969, 6.581, 6.136], [4.293, 4.829, 7.063], [3.399, 2.949, 5.694], [5.733, 4.326, 2.283], [6.627, 6.205, 3.653], [2.177, -2.070, 6.628], [1.697, -3.079, 5.893], [2.097, -3.258, 4.484], [1.657, -4.179, 3.810], [3.049, -2.281, 3.918], [3.529, -1.273, 4.653], [3.128, -1.094, 6.063], [3.569, -0.172, 6.736], [1.893, -1.924, 7.663], [0.999, -3.804, 6.294], [3.333, -2.427, 2.883], [4.227, -0.548, 4.253]], "mulliken_charge": [-0.773, 1.096, -0.625, -0.882, 0.286, -0.419, -1.555, -0.188, -0.158, -0.258, 1.167, 0.593, -0.668, 0.071, -0.107, 0.222, -0.454, -0.411, -0.228, 0.964, -0.379, -0.309, -0.751, 0.955, 0.311, -1.049, -1.036, 0.689, -0.022, -0.377, -0.463, -0.398, -0.380, 0.013, 0.317, 0.166, -0.187, -0.378, 0.208, 0.323, 0.268, 0.265, 0.367, -0.391, 0.326, 0.111, 0.119, 0.375, 0.276, -0.013, -0.503, -0.107, -0.631, -0.223, 0.119, 0.423, 0.202, -0.138, -0.123, 0.127, 0.423, -0.466, 0.266, 0.225, 0.188, 0.028, 0.274, 0.195, 0.144, 0.344, -1.004, 0.272, 0.294, 0.286, 0.238, 0.273, 0.287, 0.073, 0.274, 0.283, 0.253, 0.109, -0.420, -0.276, 0.392, -0.498, -0.251, -0.400, 0.336, -0.571, 0.407, 0.400, 0.447, 0.400, -0.390, -0.340, 0.347, -0.526, -0.306, -0.345, 0.380, -0.594, 0.407, 0.432, 0.512, 0.423]}

(4)
{"formula": "C21H26ClN5O5S", "method": "ωB97M-V/def2-TZVPD", "relative_energy_kj_mol": 14.9, "lumo_ev": 0.4, "homo_energy_ev": -8.59, "energy_ha": -2324.26350, "homo_lumo_gap_ev": 8.94, "smiles": "Cc1[nH]c(=O)[nH]c(=O)c1S(=O)(=O)N1CCC[C@@H](C(=O)N2CCN(c3ccccc3Cl)CC2)C1", "elements": ["C", "C", "N", "C", "O", "N", "C", "O", "C", "S", "O", "O", "N", "C", "C", "C", "C", "C", "O", "N", "C", "C", "N", "C", "C", "C", "C", "C", "C", "Cl", "C", "C", "C", "H", "H", "H", "H", "H", "H", "H", "H", "H", "H", "H", "H", "H", "H", "H", "H", "H", "H", "H", "H", "H", "H", "H", "H", "H", "H"], "positions_angstrom": [[0.727, 0.272, -3.653], [1.300, 1.384, -2.845], [0.535, 2.517, -2.828], [0.851, 3.685, -2.159], [0.114, 4.637, -2.152], [2.077, 3.650, -1.556], [2.916, 2.549, -1.446], [3.931, 2.628, -0.793], [2.471, 1.372, -2.167], [3.633, -0.009, -2.053], [3.023, -1.137, -2.714], [4.899, 0.439, -2.532], [3.787, -0.454, -0.483], [4.857, 0.031, 0.366], [4.356, 0.231, 1.797], [2.937, 0.788, 1.773], [1.954, -0.229, 1.172], [0.797, 0.490, 0.489], [0.859, 1.670, 0.182], [-0.297, -0.244, 0.180], [-0.581, -1.617, 0.525], [-1.752, -1.678, 1.518], [-2.896, -1.049, 0.899], [-4.177, -1.406, 1.316], [-4.432, -1.971, 2.567], [-5.706, -2.356, 2.939], [-6.770, -2.180, 2.072], [-6.545, -1.637, 0.819], [-5.266, -1.270, 0.445], [-5.028, -0.687, -1.170], [-2.622, 0.343, 0.597], [-1.458, 0.415, -0.390], [2.698, -1.130, 0.151], [1.355, -0.610, -3.581], [0.666, 0.580, -4.696], [-0.281, 0.041, -3.309], [-0.360, 2.515, -3.302], [2.342, 4.470, -1.022], [5.686, -0.687, 0.343], [5.201, 0.973, -0.059], [5.017, 0.928, 2.311], [4.372, -0.715, 2.343], [2.614, 1.058, 2.780], [2.929, 1.693, 1.166], [1.561, -0.860, 1.973], [0.291, -2.113, 0.943], [-0.874, -2.144, -0.390], [-1.986, -2.722, 1.731], [-1.455, -1.173, 2.453], [-3.619, -2.096, 3.265], [-5.868, -2.786, 3.916], [-7.768, -2.471, 2.361], [-7.357, -1.513, 0.120], [-3.503, 0.815, 0.166], [-2.348, 0.889, 1.514], [-1.194, 1.453, -0.595], [-1.740, -0.095, -1.316], [3.090, -2.015, 0.668], [2.038, -1.468, -0.649]], "mulliken_charge": [-1.737, 0.789, 0.014, 0.278, -0.654, 0.038, 0.359, -0.624, -0.447, 1.637, -0.832, -0.793, 0.265, -0.718, -0.851, -0.939, 0.494, 0.190, -0.715, 0.563, -0.969, -1.006, 0.398, -0.108, -0.116, -0.879, -0.436, -0.597, 0.537, -0.203, -1.488, -0.176, -1.557, 0.410, 0.468, 0.313, 0.274, 0.264, 0.327, 0.438, 0.469, 0.292, 0.572, 0.161, 0.644, 0.548, 0.178, 0.623, 0.303, 0.427, 0.373, 0.374, 0.421, 0.679, 0.219, 0.302, 0.199, 0.222, 0.783]}

(5)
{"formula": "C15H47CrF6NO17S2", "method": "ωB97M-V/def2-TZVPD", "lumo_ev": [-3.5, -2.7], "homo_energy_ev": [-12.11, -12.11], "energy_ha": -4373.27427, "homo_lumo_gap_ev": [8.61, 9.41], "s_squared": 3.77, "total_charge": 1, "multiplicity": 4, "elements": ["Cr", "C", "F", "F", "F", "S", "O", "O", "N", "S", "O", "O", "C", "F", "F", "F", "C", "C", "O", "O", "H", "H", "H", "C", "O", "H", "H", "H", "H", "C", "O", "H", "H", "H", "H", "C", "O", "H", "H", "H", "H", "C", "O", "H", "H", "H", "H", "C", "O", "H", "H", "H", "H", "C", "O", "H", "H", "H", "H", "C", "O", "H", "H", "H", "H", "C", "O", "H", "H", "H", "H", "C", "O", "H", "H", "H", "H", "C", "O", "H", "H", "H", "H", "C", "O", "H", "H", "H", "H"], "positions_angstrom": [[-0.384, -0.712, 0.597], [-2.401, -0.318, 4.630], [-3.125, -1.368, 4.957], [-3.056, 0.316, 3.667], [-2.333, 0.471, 5.660], [-0.765, -0.961, 4.101], [0.054, -0.762, 5.312], [-1.054, -2.335, 3.744], [-0.231, -0.266, 2.783], [0.570, 1.159, 3.234], [0.924, 1.752, 2.024], [-0.272, 1.920, 4.085], [2.184, 0.749, 4.180], [2.032, 0.867, 5.441], [2.658, -0.476, 3.903], [3.056, 1.623, 3.663], [3.256, 1.104, -0.793], [1.807, 0.971, -0.515], [1.058, 1.725, -1.119], [1.391, -0.027, 0.236], [3.696, 0.177, -1.145], [3.723, 1.282, 0.182], [3.471, 1.962, -1.447], [0.344, -1.175, -2.474], [-0.350, -1.593, -1.235], [1.357, -1.061, -2.149], [0.299, -2.015, -3.189], [-0.072, -0.251, -2.875], [-1.046, -2.277, -1.446], [1.459, 4.826, 0.097], [0.118, 5.180, 0.325], [2.108, 5.688, -0.182], [1.938, 4.406, 0.986], [1.472, 4.149, -0.728], [0.148, 5.574, 1.192], [2.821, 5.116, -5.593], [2.809, 4.245, -4.430], [2.415, 4.620, -6.509], [2.247, 6.019, -5.371], [3.885, 5.365, -5.827], [3.200, 4.654, -3.666], [-0.934, 2.988, -3.581], [-1.289, 1.558, -3.507], [-0.734, 3.480, -2.633], [0.000, 2.994, -4.151], [-1.630, 3.536, -4.191], [-2.216, 1.493, -3.698], [-3.049, -2.837, -3.387], [-1.983, -3.310, -2.448], [-3.998, -2.944, -2.874], [-2.869, -1.790, -3.551], [-3.048, -3.377, -4.309], [-2.040, -4.233, -2.190], [-3.075, -2.593, 1.061], [-2.445, -1.299, 0.895], [-3.803, -2.723, 1.882], [-3.564, -2.783, 0.080], [-2.285, -3.351, 1.164], [-3.093, -0.577, 1.104], [-1.659, 2.074, 0.477], [-1.152, 0.921, -0.159], [-0.905, 2.826, 0.538], [-2.488, 2.376, -0.129], [-2.085, 1.861, 1.427], [-0.503, 1.188, -0.836], [-5.361, 1.520, -0.059], [-4.758, 0.605, 0.897], [-6.395, 1.332, -0.149], [-5.110, 2.543, 0.144], [-4.961, 1.318, -1.062], [-4.815, 0.969, 1.787], [-1.026, -6.543, 1.273], [-0.443, -5.446, 0.603], [-0.365, -7.451, 1.275], [-1.161, -6.188, 2.313], [-1.987, -6.780, 0.833], [0.045, -5.880, -0.149], [1.616, -2.927, 1.099], [0.227, -2.469, 1.219], [1.670, -4.039, 0.983], [2.147, -2.371, 0.276], [2.097, -2.657, 2.035], [-0.112, -2.778, 2.078], [6.435, -1.445, 0.857], [5.640, -1.598, -0.258], [6.284, -2.335, 1.487], [7.539, -1.461, 0.668], [6.181, -0.632, 1.511], [6.049, -1.087, -0.951]], "mulliken_charge": [0.480, 0.529, -0.236, -0.200, -0.212, 0.737, -0.612, -0.909, -0.338, 0.734, -0.561, -0.636, 0.585, -0.159, -0.198, -0.207, -1.312, 0.221, -0.576, 0.226, 0.265, 0.362, 0.248, -0.645, 0.319, 0.182, 0.388, 0.106, 0.180, -0.271, -0.529, 0.386, 0.176, -0.060, 0.301, -0.565, -0.440, 0.205, 0.263, 0.272, 0.277, -0.528, -0.436, 0.086, 0.189, 0.453, 0.244, -0.578, -0.437, 0.286, 0.186, 0.313, 0.241, -0.781, 1.237, 0.360, 0.167, 0.061, -0.083, -0.601, 0.883, 0.213, 0.099, 0.275, -0.061, -0.755, -0.415, 0.336, 0.333, 0.238, 0.248, -0.723, -0.295, 0.343, 0.208, 0.272, 0.269, -0.680, 0.423, 0.206, 0.092, 0.335, 0.000, -0.657, -0.443, 0.235, 0.327, 0.253, 0.291]}